# 1
{"formula": "C37H35F3N6O3SSbSeW", "method": "the ωB97M-V functional and the def2-TZVPD basis", "gap_ha": [0.1835, 0.1756], "de_lowest_kcal_mol": 41.2, "homo_energy_ev": [-6.27, -6.06], "e_tot_ha": -5391.57046, "multiplicity": 2, "elements": ["W", "C", "C", "C", "C", "C", "C", "N", "Sb", "C", "C", "C", "C", "C", "C", "N", "C", "C", "C", "C", "C", "C", "N", "H", "H", "H", "H", "H", "H", "H", "H", "H", "H", "H", "H", "H", "H", "H", "H", "H", "H", "O", "N", "C", "C", "C", "C", "C", "S", "H", "H", "H", "H", "F", "C", "F", "F", "C", "O", "O", "C", "C", "C", "C", "C", "C", "H", "H", "H", "H", "H", "H", "H", "H", "H", "Se", "N", "C", "C", "C", "C", "C", "C", "N", "H", "H", "H", "H"], "positions_angstrom": [[0.08, -0.58, 0.06], [-0.14, -1.98, 3.88], [-0.66, -2.45, 2.55], [-0.91, -3.78, 2.28], [-1.58, -4.12, 1.09], [-2.05, -3.13, 0.28], [-1.72, -1.76, 0.51], [-0.97, -1.47, 1.66], [-3.62, -0.47, 0.56], [-2.72, 1.08, 1.78], [-3.61, 1.91, 2.44], [-3.12, 2.93, 3.24], [-1.74, 3.06, 3.33], [-0.91, 2.20, 2.64], [0.57, 2.35, 2.79], [-1.38, 1.20, 1.86], [-3.24, 0.44, -1.36], [-4.33, 0.80, -2.13], [-4.11, 1.30, -3.40], [-2.80, 1.43, -3.82], [-1.75, 1.07, -2.98], [-0.35, 1.23, -3.49], [-1.97, 0.57, -1.75], [0.80, -2.46, 4.12], [-0.02, -0.89, 3.85], [-0.87, -2.22, 4.65], [-0.60, -4.54, 2.97], [-1.77, -5.16, 0.85], [-2.69, -3.36, -0.56], [-4.68, 1.75, 2.33], [-3.78, 3.59, 3.78], [-1.31, 3.84, 3.95], [0.81, 3.32, 3.22], [0.96, 1.59, 3.46], [1.06, 2.25, 1.82], [-5.33, 0.66, -1.73], [-4.93, 1.55, -4.06], [-2.58, 1.80, -4.81], [-0.24, 0.68, -4.43], [-0.17, 2.28, -3.70], [0.40, 0.88, -2.79], [1.31, -0.28, 1.58], [2.59, 0.21, 1.71], [3.11, 0.24, 2.98], [4.42, 0.57, 3.19], [5.25, 0.80, 2.09], [4.74, 0.61, 0.81], [3.41, 0.27, 0.60], [2.77, -0.17, -0.93], [2.43, -0.04, 3.77], [4.80, 0.61, 4.19], [6.29, 1.05, 2.23], [5.37, 0.69, -0.06], [-1.56, -3.44, -3.94], [-1.51, -2.17, -3.52], [-2.42, -2.05, -2.53], [-1.96, -1.42, -4.54], [-0.07, -1.73, -3.02], [0.87, -1.82, -3.76], [-0.11, -1.27, -1.81], [2.12, 4.39, -0.75], [0.61, 4.14, -0.81], [-0.12, 4.91, 0.30], [0.05, 4.57, -2.17], [0.38, 2.70, -0.60], [0.22, 1.52, -0.37], [2.33, 5.45, -0.91], [2.63, 3.81, -1.51], [2.52, 4.10, 0.22], [0.00, 5.98, 0.17], [0.27, 4.63, 1.28], [-1.18, 4.68, 0.29], [0.09, 5.66, -2.26], [-0.99, 4.26, -2.28], [0.63, 4.14, -2.98], [2.42, -2.69, 1.45], [1.07, -2.61, 0.17], [1.16, -3.80, -0.51], [0.27, -4.24, -1.48], [0.47, -5.45, -2.11], [1.55, -6.26, -1.78], [2.42, -5.89, -0.78], [2.23, -4.67, -0.11], [2.97, -4.27, 0.93], [-0.61, -3.65, -1.71], [-0.23, -5.76, -2.88], [1.68, -7.20, -2.29], [3.25, -6.50, -0.48]]}

---

# 2
{"formula": "C48H46N2O4", "method": "the ωB97M-V functional and the def2-TZVPD basis", "gap_ha": 0.3140, "homo_energy_ev": -9.25, "e_tot_ha": -2266.83724, "elements": ["C", "C", "C", "C", "C", "C", "H", "H", "H", "H", "H", "H", "C", "C", "C", "C", "C", "C", "H", "H", "H", "H", "H", "H", "C", "C", "C", "C", "C", "C", "H", "H", "H", "H", "H", "H", "C", "C", "C", "C", "C", "C", "H", "H", "H", "H", "H", "H", "C", "C", "C", "C", "C", "C", "H", "H", "H", "H", "H", "H", "C", "C", "C", "C", "C", "C", "H", "H", "H", "H", "H", "H", "C", "C", "C", "C", "C", "C", "N", "O", "O", "H", "H", "H", "H", "H", "C", "C", "C", "C", "C", "C", "N", "O", "O", "H", "H", "H", "H", "H"], "positions_angstrom": [[-2.23, -10.38, 12.94], [-1.69, -9.16, 12.77], [-0.91, -8.90, 11.64], [-0.57, -9.91, 10.80], [-1.12, -11.14, 10.97], [-2.03, -11.37, 11.96], [-3.03, -10.51, 13.66], [-1.99, -8.37, 13.44], [-0.54, -7.88, 11.60], [-0.01, -9.71, 9.90], [-0.83, -11.92, 10.28], [-2.56, -12.32, 11.91], [10.74, -10.14, 4.97], [11.71, -9.70, 4.16], [11.56, -9.57, 2.74], [10.34, -9.95, 2.17], [9.26, -10.25, 3.02], [9.48, -10.35, 4.39], [10.82, -10.30, 6.04], [12.68, -9.46, 4.57], [12.37, -9.21, 2.12], [10.24, -10.02, 1.09], [8.29, -10.47, 2.60], [8.66, -10.68, 5.01], [5.36, -18.90, 5.83], [6.61, -18.35, 5.93], [7.49, -18.75, 6.93], [7.14, -19.71, 7.89], [5.91, -20.33, 7.71], [5.06, -19.94, 6.64], [4.64, -18.53, 5.11], [6.94, -17.53, 5.31], [8.49, -18.36, 7.03], [7.82, -20.07, 8.64], [5.65, -21.26, 8.20], [4.15, -20.51, 6.49], [-2.22, -6.12, 5.13], [-2.69, -7.24, 4.56], [-3.86, -7.17, 3.79], [-4.50, -5.95, 3.58], [-3.96, -4.76, 4.18], [-2.84, -4.83, 4.97], [-1.31, -6.11, 5.71], [-2.17, -8.17, 4.75], [-4.20, -8.04, 3.25], [-5.31, -5.81, 2.88], [-4.38, -3.79, 3.97], [-2.52, -3.86, 5.33], [0.11, -14.77, -5.53], [-0.74, -14.85, -4.48], [-1.86, -15.64, -4.60], [-2.14, -16.36, -5.75], [-1.28, -16.21, -6.84], [-0.13, -15.46, -6.70], [1.06, -14.26, -5.42], [-0.62, -14.51, -3.47], [-2.40, -15.82, -3.68], [-2.95, -17.07, -5.71], [-1.55, -16.70, -7.77], [0.59, -15.49, -7.51], [2.36, -10.83, 2.84], [2.54, -10.68, 4.17], [2.67, -11.83, 5.00], [2.38, -13.08, 4.50], [2.17, -13.22, 3.14], [2.21, -12.12, 2.28], [2.44, -10.00, 2.15], [2.67, -9.68, 4.57], [3.04, -11.69, 6.00], [2.49, -13.91, 5.19], [2.06, -14.20, 2.71], [2.11, -12.17, 1.21], [-1.06, -3.35, -1.83], [-1.14, -4.24, -0.78], [-1.47, -5.62, -1.08], [-1.57, -6.04, -2.39], [-1.52, -5.08, -3.46], [-1.13, -3.78, -3.14], [-1.70, -7.46, -2.67], [-1.43, -8.25, -1.76], [-2.06, -7.72, -3.79], [-0.96, -2.29, -1.64], [-0.95, -4.05, 0.26], [-1.46, -6.30, -0.24], [-1.66, -5.44, -4.47], [-1.17, -3.06, -3.95], [6.23, -5.38, 2.88], [4.94, -4.96, 2.90], [4.30, -4.50, 4.01], [5.05, -4.47, 5.21], [6.34, -4.94, 5.27], [6.93, -5.44, 4.10], [4.35, -4.06, 6.40], [4.93, -4.20, 7.50], [3.22, -3.65, 6.36], [6.76, -5.91, 2.10], [4.44, -4.95, 1.94], [3.25, -4.25, 3.99], [6.92, -5.11, 6.16], [7.90, -5.92, 4.04]]}

---

# 3
{"formula": "C8H10BiO5", "method": "the ωB97M-V functional and the def2-TZVPD basis", "gap_ha": [0.2019, 0.2025], "total_charge": 3, "de_lowest_kcal_mol": 227.9, "homo_energy_ev": [-20.41, -20.41], "e_tot_ha": -899.87243, "elements": ["Bi", "C", "O", "C", "O", "C", "O", "C", "O", "C", "H", "H", "C", "H", "H", "C", "C", "O", "H", "H", "H", "H", "H", "H"], "positions_angstrom": [[0.03, 0.01, -0.16], [0.25, -0.10, 1.97], [0.37, -0.16, 3.16], [-0.76, -1.87, 0.09], [-1.19, -2.97, 0.21], [1.85, -0.73, -0.30], [2.92, -1.20, -0.41], [-1.86, 0.74, 0.21], [-2.93, 1.21, 0.40], [0.01, 0.79, -2.22], [-0.66, 1.63, -2.24], [1.06, 0.93, -2.48], [-0.54, -0.55, -2.25], [0.10, -1.40, -2.49], [-1.62, -0.69, -2.25], [1.89, 2.69, 1.86], [0.42, 2.83, 1.60], [0.11, 2.34, 0.23], [2.22, 1.66, 1.92], [2.06, 3.17, 2.81], [2.47, 3.21, 1.10], [-0.23, 2.34, 2.30], [0.09, 3.83, 1.47], [0.73, 2.56, -0.40]]}

---

# 4
{"formula": "C24H29N3O5", "method": "the ωB97M-V functional and the def2-TZVPD basis", "gap_ha": 0.2904, "de_lowest_kcal_mol": 49.8, "homo_energy_ev": -7.17, "e_tot_ha": -1472.41762, "elements": ["C", "H", "O", "C", "C", "C", "C", "C", "C", "O", "C", "H", "H", "H", "H", "C", "H", "H", "C", "N", "C", "O", "C", "N", "C", "C", "C", "C", "C", "C", "H", "H", "N", "C", "H", "C", "H", "O", "C", "C", "H", "H", "H", "H", "H", "H", "H", "H", "H", "C", "C", "O", "H", "H", "H", "H", "H", "H", "H", "H", "H"], "positions_angstrom": [[-1.68, -4.01, -2.97], [-0.82, -4.36, -3.54], [-1.14, -3.31, -1.88], [-2.00, -2.75, -0.98], [-3.38, -2.79, -1.06], [-4.17, -2.16, -0.11], [-3.59, -1.50, 0.95], [-2.20, -1.48, 1.07], [-1.40, -2.09, 0.12], [-0.03, -2.09, 0.13], [0.62, -1.46, 1.20], [0.38, -1.93, 2.15], [1.69, -1.58, 1.00], [0.39, -0.39, 1.25], [-1.75, -0.97, 1.90], [-4.42, -0.69, 1.91], [-5.27, -1.26, 2.28], [-3.81, -0.39, 2.76], [-4.95, 0.57, 1.21], [-3.96, 1.11, 0.30], [-2.69, 1.46, 0.68], [-2.33, 1.67, 1.81], [-1.83, 1.53, -0.58], [-0.82, 2.54, -0.54], [0.53, 2.17, -0.48], [1.43, 2.89, 0.30], [2.77, 2.55, 0.35], [3.26, 1.47, -0.38], [2.36, 0.77, -1.19], [1.03, 1.11, -1.24], [0.38, 0.55, -1.90], [2.71, -0.04, -1.81], [4.61, 1.10, -0.39], [4.96, -0.30, -0.23], [4.20, -0.94, -0.67], [5.12, -0.64, 1.26], [5.45, -1.67, 1.39], [6.09, 0.17, 1.88], [5.76, 1.54, 1.75], [5.60, 1.92, 0.27], [5.35, 2.98, 0.17], [6.56, 1.75, -0.23], [6.58, 2.09, 2.22], [4.83, 1.74, 2.30], [4.15, -0.51, 1.77], [5.91, -0.48, -0.74], [3.41, 3.14, 0.98], [1.07, 3.73, 0.88], [-1.03, 3.28, 0.12], [-2.88, 1.67, -1.69], [-4.14, 1.12, -1.07], [-5.16, 0.78, -1.62], [-3.03, 2.72, -1.95], [-2.63, 1.13, -2.61], [-1.36, 0.54, -0.67], [-5.82, 0.34, 0.59], [-5.22, 1.34, 1.94], [-5.24, -2.18, -0.22], [-3.86, -3.30, -1.88], [-2.28, -4.86, -2.65], [-2.29, -3.35, -3.61]]}

---

# 5
{"formula": "C25H22BNO17P", "method": "the ωB97M-V functional and the def2-TZVPD basis", "gap_ha": 0.1357, "total_charge": -1, "homo_energy_ev": -4.11, "e_tot_ha": -2665.95490, "elements": ["O", "P", "O", "O", "C", "O", "B", "O", "C", "C", "C", "C", "N", "C", "C", "H", "H", "H", "H", "H", "H", "H", "H", "H", "H", "C", "C", "C", "O", "C", "C", "C", "O", "O", "O", "H", "H", "H", "H", "C", "C", "C", "O", "C", "C", "C", "O", "O", "O", "H", "H", "H", "H", "C", "C", "C", "O", "C", "C", "C", "O", "O", "O", "H", "H", "H", "H"], "positions_angstrom": [[-3.37, -4.49, 0.09], [-4.85, -4.50, -0.30], [-5.64, -5.76, 0.54], [-5.69, -3.08, 0.16], [-5.19, -4.74, -2.14], [-6.06, -3.75, -2.76], [-5.90, -4.13, -4.21], [-4.76, -5.08, -4.39], [-4.03, -5.22, -3.13], [-2.71, -4.35, -3.30], [-1.47, -4.38, -2.39], [-0.31, -3.47, -2.68], [-0.08, -2.55, -3.72], [-1.22, -2.59, -4.56], [-2.51, -3.36, -4.45], [-5.12, -6.58, 0.38], [-5.53, -2.39, -0.53], [-5.90, -5.66, -2.14], [-5.40, -3.11, -4.64], [-6.88, -4.29, -4.86], [-3.68, -6.30, -3.12], [-1.44, -5.08, -1.50], [0.56, -3.53, -1.93], [-1.14, -1.90, -5.47], [-3.33, -3.22, -5.22], [0.44, -0.19, -0.38], [0.85, 1.08, -0.36], [2.03, 1.50, 0.46], [2.38, 2.66, 0.44], [2.70, 0.48, 1.27], [2.28, -0.79, 1.25], [1.13, -1.21, 0.41], [0.79, -2.38, 0.41], [2.90, -1.74, 2.00], [0.22, 2.04, -1.08], [-0.41, -0.51, -0.97], [3.54, 0.80, 1.87], [2.42, -2.57, 1.81], [0.71, 2.87, -0.89], [3.79, 5.36, -0.84], [2.62, 5.83, -1.27], [2.54, 7.08, -2.08], [1.45, 7.47, -2.48], [3.78, 7.80, -2.37], [4.96, 7.33, -1.93], [5.04, 6.06, -1.15], [6.13, 5.66, -0.78], [6.12, 7.98, -2.19], [1.45, 5.19, -0.99], [3.87, 4.45, -0.25], [3.71, 8.71, -2.94], [6.82, 7.44, -1.77], [0.75, 5.73, -1.42], [1.56, 1.81, 5.09], [2.07, 1.71, 6.32], [1.74, 0.56, 7.21], [2.24, 0.49, 8.32], [0.82, -0.46, 6.70], [0.31, -0.36, 5.47], [0.66, 0.78, 4.57], [0.19, 0.83, 3.45], [-0.55, -1.29, 4.98], [2.91, 2.66, 6.82], [1.79, 2.64, 4.44], [0.57, -1.28, 7.36], [-0.78, -1.00, 4.08], [3.13, 2.35, 7.72]]}

---

# 6
{"formula": "C10H17Br2KMgN3O2", "method": "the ωB97M-V functional and the def2-TZVPD basis", "gap_ha": 0.0687, "total_charge": 1, "homo_energy_ev": -10.02, "e_tot_ha": -6653.55753, "elements": ["N", "C", "C", "C", "C", "N", "C", "C", "N", "H", "H", "H", "H", "H", "H", "H", "C", "O", "C", "C", "O", "C", "H", "H", "H", "H", "H", "H", "H", "H", "H", "H", "K", "Br", "Mg", "Br"], "positions_angstrom": [[1.46, 1.86, 1.07], [1.64, 1.96, -0.06], [1.85, 2.04, -1.51], [0.91, 1.10, -2.33], [-0.37, 1.74, -2.58], [-1.37, 2.24, -2.91], [1.54, 0.86, -3.72], [2.54, -0.28, -3.73], [2.50, -1.37, -3.10], [1.73, 3.09, -1.80], [2.88, 1.75, -1.72], [0.69, 0.19, -1.77], [0.79, 0.71, -4.50], [2.06, 1.81, -3.96], [3.39, -0.11, -4.40], [1.67, -1.47, -2.51], [-2.10, 0.60, 1.78], [-1.49, -0.53, 1.21], [-0.28, -0.93, 1.87], [-0.52, -2.05, 2.84], [-1.37, -1.64, 3.91], [-2.71, -2.08, 3.72], [-3.13, 0.65, 1.41], [-2.15, 0.54, 2.87], [-1.56, 1.51, 1.47], [0.16, -0.09, 2.38], [0.41, -1.27, 1.10], [0.44, -2.36, 3.26], [-0.93, -2.90, 2.27], [-2.80, -3.14, 3.94], [-3.05, -1.89, 2.70], [-3.34, -1.52, 4.42], [-0.03, 1.33, 3.56], [0.06, -4.53, 1.00], [-2.78, 1.26, -1.78], [3.45, 3.35, -4.23]]}

---

# 7
{"formula": "C6H5NO", "method": "the ωB97M-V functional and the def2-TZVPD basis", "gap_ha": 0.3245, "de_lowest_kcal_mol": 83.6, "homo_energy_ev": -9.20, "e_tot_ha": -361.45103, "elements": ["C", "C", "C", "C", "C", "C", "N", "O", "H", "H", "H", "H", "H"], "positions_angstrom": [[-1.24, -0.22, -0.49], [1.57, -0.27, 0.32], [0.55, 0.50, 0.65], [2.91, -0.44, -0.21], [-0.73, 1.07, 0.29], [0.37, -1.05, 0.69], [-0.70, -1.32, -0.17], [3.86, 0.31, -0.22], [-2.16, -0.09, -1.15], [2.95, -1.39, -0.75], [-0.85, 2.10, -0.35], [-1.30, 1.15, 1.11], [0.41, -1.57, 1.69]]}

---

# 8
{"formula": "C19H19BeClN6O2P", "method": "the ωB97M-V functional and the def2-TZVPD basis", "gap_ha": 0.2832, "total_charge": 1, "de_lowest_kcal_mol": 0.0, "homo_energy_ev": -10.49, "e_tot_ha": -2030.70737, "elements": ["Be", "C", "N", "C", "C", "N", "C", "P", "C", "N", "C", "C", "N", "C", "C", "N", "C", "C", "N", "C", "H", "H", "H", "H", "H", "H", "H", "H", "H", "H", "H", "H", "H", "H", "H", "Cl", "C", "C", "C", "C", "O", "C", "C", "O", "C", "H", "H", "H", "H"], "positions_angstrom": [[0.78, -0.06, -0.56], [-3.35, 2.83, 1.12], [-2.13, 2.49, 0.42], [-1.46, 3.21, -0.57], [-0.38, 2.47, -0.92], [-0.33, 1.29, -0.16], [-1.38, 1.34, 0.67], [-1.75, 0.01, 1.85], [-1.45, -1.32, 0.62], [-0.37, -1.40, -0.16], [-0.48, -2.57, -0.94], [-1.65, -3.18, -0.60], [-2.27, -2.41, 0.37], [-3.51, -2.70, 1.05], [-0.13, 0.03, 2.63], [0.97, -0.02, 1.87], [2.02, 0.09, 2.74], [1.61, 0.11, 4.02], [0.24, 0.09, 3.98], [-0.69, 0.02, 5.06], [-3.99, 3.54, 0.54], [-4.01, 1.94, 1.20], [-3.20, 3.26, 2.13], [-1.90, 4.07, -1.03], [0.32, 2.67, -1.70], [0.26, -2.86, -1.68], [-2.12, -4.12, -0.96], [-3.92, -3.64, 0.67], [-3.44, -2.79, 2.15], [-4.30, -1.97, 0.78], [3.02, 0.20, 2.37], [2.13, 0.13, 4.99], [-0.15, -0.28, 5.97], [-1.15, 1.04, 5.21], [-1.47, -0.72, 4.88], [5.02, -0.03, -5.98], [3.77, -0.06, -4.84], [2.40, -0.15, -5.28], [1.40, -0.22, -4.38], [1.65, -0.07, -2.99], [0.67, -0.06, -2.17], [3.03, 0.07, -2.53], [3.27, 0.01, -1.19], [2.37, -0.12, -0.30], [4.07, 0.08, -3.50], [2.26, -0.08, -6.36], [0.35, -0.38, -4.66], [4.29, 0.03, -0.74], [5.07, 0.17, -3.11]]}

---

# 9
{"formula": "C7H5Cl2O3S", "method": "the ωB97M-V functional and the def2-TZVPD basis", "gap_ha": [0.2166, 0.2244], "total_charge": -1, "homo_energy_ev": [-2.71, -5.57], "e_tot_ha": -1813.96322, "multiplicity": 3, "elements": ["C", "C", "C", "C", "C", "C", "C", "O", "O", "O", "S", "Cl", "Cl", "H", "H", "H", "H", "H"], "positions_angstrom": [[-0.66, 0.59, -0.65], [-0.91, 1.02, 0.58], [0.38, -0.28, -0.96], [-0.15, 0.57, 1.69], [0.99, -1.02, -0.01], [0.67, -0.68, 1.40], [1.22, -1.47, 2.31], [2.90, -3.24, 3.34], [3.43, -2.02, 1.26], [1.79, -3.82, 1.32], [2.46, -2.79, 2.07], [0.99, -1.25, 3.92], [1.39, 1.72, 1.68], [-1.23, 0.93, -1.49], [-1.84, 1.59, 0.83], [0.66, -0.38, -1.98], [-0.67, 0.80, 2.57], [1.78, -1.76, -0.14]]}